Record 1
Below is a 2-piece molecular cluster, C2H2ClF2I overall, with properties calculated with the ωB97M-V functional and the def2-TZVPD basis.

Values from the calculation:
Lowest unoccupied orbital energy (alpha / beta): -2.6 / -2.6 eV
Molar mass: 226.39 g mol⁻¹
DFT total energy: -1034.84244 Eh
ΔE to the lowest compared entry with this formula, charge and spin: 4.6882 eV
Orbital gap (alpha / beta): 6.87 / 6.87 eV
Strongest force on any atom: 3.8 eV/A

Each line ends with the natural charge from an NBO analysis.
Geometry (Å):
C1 0.5996 0.7265 -0.1357  -0.71
C2 0.2022 -0.7591 -0.0906  0.44
F1 -2.8472 -0.6225 0.9024  -0.71
F2 0.1698 -1.3418 -1.3202  -0.30
Cl1 -0.8662 -1.6736 0.8582  0.48
I1 2.4230 1.3238 0.6107  0.22
H1 -0.2300 1.4359 0.3427  0.32
H2 0.5488 0.9109 -1.1674  0.26

Atomic forces in eV per Å
C -3.253 -0.247 1.835
C -2.899 -2.050 -0.184
F 0.970 -0.661 -0.086
F 0.882 1.210 0.970
Cl 1.500 3.361 -0.787
I 0.949 0.007 0.413
H 1.598 -2.031 -0.727
H 0.252 0.410 -1.434


Record 2
Below is a single C21H24N2O7S molecule, with properties calculated with the ωB97M-V functional and the def2-TZVPD basis.

Values from the calculation:
Lowest unoccupied orbital energy: -0.2 eV
Molar mass: 448.50 g mol⁻¹
DFT total energy: -1849.04762 Eh
ΔE to the lowest compared entry with this formula, charge and spin: 0.0000 eV
Orbital gap: 8.99 eV
Structure (SMILES): O=C(COC(=O)c1cc(S(=O)(=O)N2CCOCC2)ccc1O)NCCc1ccccc1
Strongest force on any atom: 0.9 eV/A

Each line ends with the natural charge from an NBO analysis.
Geometry (Å):
O1 -5.6118 -0.1544 1.2525  -0.61
C1 -4.4174 0.0138 1.3394  0.65
C2 -3.8058 1.4233 1.3651  -0.18
O2 -2.4152 1.4091 1.0630  -0.51
C3 -2.0217 1.8935 -0.1140  0.82
O3 -2.7845 2.3872 -0.9258  -0.64
C4 -0.5659 1.8032 -0.3157  -0.29
C5 0.2595 1.1612 0.6081  -0.06
C6 1.6211 1.1438 0.4289  -0.40
S1 2.6401 0.3771 1.6952  2.35
O4 3.4708 1.3892 2.2749  -0.94
O5 1.7550 -0.3829 2.5292  -0.94
N1 3.6364 -0.6711 0.9136  -0.71
C7 5.0175 -0.3930 0.6117  -0.25
C8 5.2600 -0.5195 -0.8970  -0.08
O6 4.7958 -1.7586 -1.3863  -0.52
C9 3.4196 -1.9359 -1.1402  -0.08
C10 3.1256 -1.8992 0.3639  -0.25
C11 2.2002 1.7781 -0.6609  -0.13
C12 1.4042 2.3901 -1.6019  -0.28
C13 0.0103 2.4105 -1.4529  0.40
O7 -0.7119 3.0156 -2.3901  -0.66
N2 -3.5086 -0.9679 1.4669  -0.61
C14 -3.8399 -2.3595 1.2588  -0.21
C15 -3.8971 -2.6964 -0.2426  -0.44
C16 -2.6838 -2.1587 -0.9481  -0.01
C17 -1.4423 -2.7604 -0.7806  -0.22
C18 -0.3164 -2.2364 -1.3898  -0.23
C19 -0.4162 -1.1010 -2.1759  -0.17
C20 -1.6490 -0.4978 -2.3550  -0.23
C21 -2.7732 -1.0199 -1.7389  -0.22
H1 -4.3451 2.0520 0.6500  0.24
H2 -3.9172 1.8386 2.3705  0.22
H3 -0.1537 0.6835 1.4812  0.25
H4 5.2379 0.6090 0.9774  0.25
H5 5.6532 -1.1168 1.1385  0.20
H6 6.3278 -0.4894 -1.1183  0.20
H7 4.7552 0.2975 -1.4350  0.16
H8 3.1646 -2.9067 -1.5683  0.20
H9 2.8433 -1.1449 -1.6464  0.16
H10 2.0566 -1.9337 0.5702  0.23
H11 3.6167 -2.7518 0.8508  0.20
H12 3.2747 1.7965 -0.7513  0.23
H13 1.8257 2.8810 -2.4648  0.24
H14 -1.6654 2.9667 -2.1426  0.52
H15 -2.5316 -0.7167 1.4441  0.41
H16 -3.0837 -2.9635 1.7626  0.20
H17 -4.8162 -2.5431 1.7120  0.23
H18 -4.7968 -2.2467 -0.6639  0.23
H19 -3.9615 -3.7794 -0.3576  0.22
H20 -1.3589 -3.6520 -0.1756  0.21
H21 0.6389 -2.7224 -1.2605  0.21
H22 0.4607 -0.6924 -2.6564  0.21
H23 -1.7388 0.3763 -2.9825  0.22
H24 -3.7319 -0.5412 -1.8791  0.22

Atomic forces in eV per Å
O -0.421 0.028 -0.069
C 0.660 0.442 0.062
C -0.807 0.142 -0.085
O 0.194 -0.077 0.218
C 0.149 0.121 -0.306
O 0.007 -0.041 0.079
C 0.145 0.164 -0.084
C -0.087 0.041 -0.042
C 0.233 -0.438 0.681
S 0.068 -0.134 -0.314
O 0.164 0.074 -0.197
O -0.097 -0.053 -0.212
N -0.529 0.620 0.469
C 0.419 0.247 -0.254
C 0.060 0.146 0.270
O 0.155 -0.138 -0.028
C -0.244 -0.069 0.250
C -0.219 -0.311 -0.401
C -0.106 0.110 -0.157
C -0.052 0.016 -0.037
C -0.010 -0.274 0.505
O -0.210 0.148 -0.249
N 0.373 -0.227 0.162
C -0.293 -0.065 -0.120
C 0.074 0.071 0.204
C -0.102 -0.123 -0.084
C -0.049 0.002 0.010
C 0.088 0.022 -0.002
C 0.075 0.001 -0.092
C 0.031 0.002 -0.087
C 0.008 -0.045 0.006
H 0.083 -0.189 0.194
H 0.047 -0.064 -0.129
H -0.110 -0.027 0.064
H 0.215 -0.054 -0.064
H -0.043 0.093 -0.023
H -0.064 0.096 0.036
H 0.067 -0.040 0.048
H -0.099 0.069 0.036
H -0.001 -0.072 0.026
H -0.028 -0.230 -0.101
H -0.101 0.062 -0.010
H 0.129 0.038 -0.113
H 0.066 0.055 -0.079
H 0.250 -0.071 0.080
H -0.152 0.048 -0.039
H -0.071 0.007 -0.002
H 0.145 -0.078 0.033
H -0.021 -0.056 -0.007
H -0.067 -0.019 -0.032
H 0.007 -0.122 0.081
H 0.094 -0.060 0.007
H 0.098 0.051 -0.049
H 0.005 0.116 -0.048
H -0.126 0.046 -0.006


Record 3
Below is an isolated ion of composition C4H14N3 and charge +1, with properties calculated with the ωB97M-V functional and the def2-TZVPD basis.

Values from the calculation:
Lowest unoccupied orbital energy: -3.1 eV
Molar mass: 104.18 g mol⁻¹
DFT total energy: -324.82799 Eh
ΔE to the lowest compared entry with this formula, charge and spin: 1.0028 eV
Orbital gap: 10.04 eV
Structure (SMILES): NCC[C@H]([NH3+])CN
Charge: +1
Strongest force on any atom: 1.7 eV/A

Each line ends with the natural charge from an NBO analysis.
Geometry (Å):
N1 1.6885 0.7328 1.6110  -0.88
C1 2.2063 0.1149 0.3636  -0.24
C2 1.1299 0.0860 -0.7328  -0.44
C3 -0.2758 0.0838 -0.1926  -0.05
N2 -0.5469 -1.0590 0.7114  -0.68
C4 -1.3732 0.1072 -1.2655  -0.23
N3 -2.7013 0.1000 -0.6930  -0.90
H1 2.1592 0.2930 2.3932  0.37
H2 2.0203 1.6910 1.7105  0.38
H3 2.6365 -0.8333 0.6576  0.20
H4 3.0276 0.6958 -0.0675  0.21
H5 1.3107 -0.6471 -1.5073  0.23
H6 1.1572 1.0853 -1.1519  0.24
H7 -0.4323 0.9715 0.4084  0.23
H8 -1.5202 -1.0452 1.0378  0.45
H9 0.1039 -1.0614 1.4985  0.45
H10 -0.4104 -1.9484 0.2197  0.43
H11 -1.2623 -0.7558 -1.9200  0.20
H12 -1.1905 0.9892 -1.8632  0.21
H13 -2.8816 0.7615 0.0369  0.39
H14 -3.3459 -0.5520 -1.0875  0.41

Atomic forces in eV per Å
N 0.579 0.005 0.160
C 0.315 0.654 0.222
C -0.197 0.689 0.858
C -0.948 0.168 -0.568
N 0.232 -1.020 0.188
C -0.060 -0.151 0.256
N 1.564 -0.593 0.112
H -0.055 -0.177 0.083
H -0.411 0.012 -0.316
H -0.165 -0.519 -0.355
H 0.113 -0.181 0.235
H 0.047 -0.203 -0.174
H 0.231 0.062 -0.711
H 0.173 0.038 0.347
H 0.017 0.140 -0.121
H -0.064 0.351 0.196
H -0.091 0.104 -0.015
H -0.047 -0.083 -0.137
H 0.147 0.324 -0.336
H -0.776 0.048 -0.241
H -0.604 0.333 0.318


Record 4
Below is a single C4H9N2P molecule, with properties calculated with the ωB97M-V functional and the def2-TZVPD basis.

Values from the calculation:
Lowest unoccupied orbital energy (alpha / beta): 0.3 / 0.3 eV
Molar mass: 116.10 g mol⁻¹
DFT total energy: -608.49940 Eh
ΔE to the lowest compared entry with this formula, charge and spin: 4.7741 eV
Orbital gap (alpha / beta): 7.65 / 7.65 eV
Structure (SMILES): NN=P1=CCCC1
Strongest force on any atom: 5.5 eV/A

Each line ends with the natural charge from an NBO analysis.
Geometry (Å):
N1 3.3816 0.1870 -0.0640  -0.61
N2 2.2835 -0.4920 -0.0259  -0.61
P1 0.7677 0.2606 0.1393  1.27
C1 -0.5722 1.4399 0.2193  -0.69
C2 -1.7120 0.6991 -0.2433  -0.47
C3 -1.7375 -0.7254 0.2209  -0.38
C4 -0.2628 -1.2231 -0.0466  -0.74
H1 4.0526 0.2941 0.7516  0.35
H2 3.2409 1.1085 -0.5649  0.32
H3 -0.5445 2.5704 0.1405  0.25
H4 -1.8935 0.6338 -1.3629  0.19
H5 -2.5856 1.0986 0.2242  0.22
H6 -1.9135 -0.7074 1.2390  0.20
H7 -2.4058 -1.4735 -0.2984  0.21
H8 0.0519 -2.0380 0.7397  0.25
H9 -0.1508 -1.6324 -1.0686  0.24

Atomic forces in eV per Å
N 3.785 3.818 -1.068
N -3.629 -0.023 1.279
P -1.207 -0.611 0.705
C 4.160 0.422 -0.321
C -3.245 -0.930 -2.256
C 2.291 -2.081 -2.303
C -0.576 -1.372 1.587
H -1.590 -0.525 -1.056
H 1.061 -1.297 0.854
H 0.241 -1.693 0.260
H 0.203 0.716 0.923
H -0.943 0.939 -0.142
H -0.409 -0.356 2.208
H 0.243 1.327 0.509
H -0.374 1.535 -1.718
H -0.011 0.130 0.538


> Among the records above, which one has the lowest ΔE to the lowest compared entry with this formula, charge and spin?

C21H24N2O7S


> Number 4 is which compound?

C4H9N2P